#1
Computed, not measured: C6H10N2 in the gas phase, with ωB97M-V with the def2-TZVPD basis set.

For the molecular weight, the calculation gives 110.16 g mol⁻¹. The orbital gap is 9.31 eV. The calculation puts the HOMO energy at -0.315 hartree. The value obtained for the LUMO energy is 0.027 hartree. The SMILES is C=C/C(C)=N\N1CC1.

XYZ file:
```
18
C6H10N2 | the Open Molecules 2025 dataset | ωB97M-V with the def2-TZVPD basis set
C -0.2174 1.8968 1.7339
C -0.0291 0.9350 0.5830
C 0.7983 1.4540 -0.4353
C 0.6333 1.1464 -1.7132
C -0.5123 -2.4657 0.1058
C 0.5447 -1.8165 -0.7839
H 0.6927 2.6759 1.9466
H -1.2615 2.5546 1.3963
H -0.5176 1.4343 2.7612
H 1.5730 2.2541 -0.1561
H -0.2914 0.4936 -1.9723
H 1.1125 1.7600 -2.4363
H -1.1344 -3.3356 -0.1897
H 0.0301 -2.6520 1.1314
H 1.5325 -1.4701 -0.2695
H 0.6720 -1.9447 -1.8653
N -0.6755 -0.1480 0.6809
N -0.7121 -1.0906 -0.2934
```

Löwdin charges in e:
1 C -0.089
2 C -0.451
3 C -0.173
4 C 0.022
5 C -0.158
6 C -0.123
7 H 0.106
8 H 0.142
9 H 0.084
10 H 0.129
11 H 0.105
12 H 0.046
13 H 0.099
14 H 0.130
15 H 0.126
16 H 0.085
17 N 0.068
18 N -0.149

#2
Computed, not measured: C6H10N2 in the gas phase, with ωB97M-V with the def2-TZVPD basis set.

For the molecular weight, the calculation gives 110.16 g mol⁻¹. The orbital gap is 9.38 eV. The calculation puts the HOMO energy at -0.320 hartree. The value obtained for the LUMO energy is 0.024 hartree. The SMILES is [H]\N=C/C(=N\[H])C(/C)=C\C.

XYZ file:
```
18
C6H10N2 | the Open Molecules 2025 dataset | ωB97M-V with the def2-TZVPD basis set
C -0.0692 1.7563 1.1044
C -1.6598 -1.1815 -0.9035
C 0.7956 -0.5366 0.7675
C -0.2644 0.4058 0.4812
C 1.4391 -0.5654 -0.7406
C -1.1569 0.1684 -0.5124
N 1.1290 -1.0742 1.8469
N 1.8650 0.3247 -1.5170
H 1.9395 -1.6941 1.7755
H 1.4557 1.2533 -1.4146
H 1.7398 -1.5977 -0.9020
H -1.7804 1.0017 -0.8159
H 0.6787 2.3470 0.5687
H 0.2718 1.6682 2.1341
H -1.0017 2.3205 1.1349
H -2.0312 -1.1655 -1.9265
H -0.8707 -1.9304 -0.8190
H -2.4800 -1.5007 -0.2620
```

Löwdin charges in e:
1 C -0.044
2 C -0.083
3 C -0.326
4 C -0.314
5 C -0.182
6 C -0.123
7 N 0.175
8 N 0.115
9 H 0.063
10 H 0.053
11 H 0.092
12 H 0.108
13 H 0.079
14 H 0.081
15 H 0.080
16 H 0.074
17 H 0.070
18 H 0.082

#3
Computed, not measured: a molecular structure, C6H10N2, with ωB97M-V with the def2-TZVPD basis set.

For the molecular weight, the calculation gives 110.16 g mol⁻¹. The orbital gap is 8.46 eV. The calculation puts the HOMO energy at -0.288 hartree. The value obtained for the LUMO energy is 0.023 hartree.

XYZ file:
```
18
C6H10N2 | the Open Molecules 2025 dataset | ωB97M-V with the def2-TZVPD basis set
C -2.4452 -0.5514 -0.5242
C -1.9709 0.2695 0.6623
C -0.4980 0.3198 0.2072
C 0.2619 1.4776 -0.0416
C 1.7277 -0.2765 -0.1955
C 0.4859 -0.6131 0.1530
H -1.7453 -1.4484 -0.7576
H -2.2988 -0.2010 -1.4955
H -3.4856 -0.9640 -0.4772
H -2.5785 1.2552 0.6568
H -1.9963 -0.2176 1.6590
H 0.1891 2.4670 -0.3925
H 2.2371 1.7519 -0.6361
H 3.3812 -1.8728 -0.1373
H 3.8787 -0.2899 1.1211
H -0.0078 -1.6843 0.3735
N 1.6067 1.1609 -0.2315
N 3.2581 -0.5829 0.0560
```

Löwdin charges in e:
1 C -0.157
2 C -0.164
3 C -0.290
4 C -0.050
5 C -0.297
6 C -0.132
7 H 0.088
8 H 0.048
9 H 0.079
10 H 0.137
11 H 0.112
12 H 0.098
13 H 0.094
14 H 0.168
15 H 0.158
16 H 0.158
17 N 0.041
18 N -0.092

#4
Computed, not measured: 2 unconnected molecules or ions with the total composition C6H10N2, with ωB97M-V with the def2-TZVPD basis set.

For the molecular weight, the calculation gives 110.16 g mol⁻¹. The orbital gap is 9.95 eV. The calculation puts the HOMO energy at -0.362 hartree. The value obtained for the LUMO energy is 0.004 hartree. The SMILES is [H]/N=C(/C)C#N.C=CC.

XYZ file:
```
18
C6H10N2 | the Open Molecules 2025 dataset | ωB97M-V with the def2-TZVPD basis set
C -2.3907 -0.6198 0.5728
C -1.6271 -1.1645 -0.5927
N -2.2182 -1.5321 -1.6501
C -0.1640 -1.1829 -0.4517
N 0.8258 -1.7747 -0.7291
H -1.5776 -1.8574 -2.3757
H -3.4543 -0.6049 0.3463
H -2.0557 0.3915 0.8078
H -2.2141 -1.2311 1.4611
C 2.4730 0.3346 -0.0264
C 1.2857 1.0868 0.2593
C 0.9655 2.2519 0.7783
H 0.3275 0.2967 0.0186
H 3.0161 0.0068 0.8597
H 2.0107 -0.7450 -0.4445
H 3.1274 0.7926 -0.7662
H -0.0578 2.5633 0.9296
H 1.7278 2.9880 1.0030
```

Löwdin charges in e:
1 C -0.042
2 C -0.424
3 N 0.170
4 C -0.189
5 N 0.156
6 H 0.073
7 H 0.082
8 H 0.077
9 H 0.090
10 C -0.129
11 C -0.264
12 C -0.006
13 H 0.085
14 H 0.083
15 H 0.055
16 H 0.081
17 H 0.044
18 H 0.057

Here is how they stack up, most stable first: #2, #4, #1, #3.

#1
Computed, not measured: 4 unconnected molecules or ions with the total composition C4H14NO3, with ωB97M-V with the def2-TZVPD basis set.

For the molecular weight, the calculation gives 124.16 g mol⁻¹. Its spin multiplicity is 2. As for the expectation value of S²: 0.756. The orbital gap (spin up / spin down) is 5.29 / 8.49 eV. The calculation puts the HOMO energy (spin up / spin down) at -0.181 / -0.299 hartree. The value obtained for the LUMO energy (spin up / spin down) is 0.013 / 0.013 hartree.

XYZ file:
```
22
C4H14NO3 | the Open Molecules 2025 dataset | ωB97M-V with the def2-TZVPD basis set
C -0.7943 -0.2345 2.2912
C -1.1883 -0.1102 0.8422
C -2.4644 0.0641 0.4922
C 0.0943 -0.8173 -1.1297
N -0.0744 -0.0821 0.0133
H -0.5440 -1.2656 2.5637
H 0.0171 0.4185 2.6114
H -1.6641 -0.0598 2.9332
H -2.7669 0.0758 -0.5483
H -3.2584 0.0663 1.2213
H 1.0373 -0.8926 -1.6245
H -0.7582 -1.4183 -1.3793
H 0.7256 0.3640 0.4379
H 1.1316 -3.4668 0.5473
H 1.8698 -3.7709 -0.7499
O 1.1444 -3.2472 -0.3909
H 0.8588 2.7412 -2.0730
H -0.4458 2.3735 -2.8026
O 0.3423 1.9963 -2.4005
H 1.6071 3.0304 0.5014
H 2.6897 2.0187 0.4664
O 1.7535 2.0949 0.6948
```

Löwdin charges in e:
1 C -0.057
2 C -0.426
3 C 0.031
4 C -0.056
5 N -0.048
6 H 0.075
7 H 0.071
8 H 0.070
9 H 0.049
10 H 0.044
11 H 0.043
12 H 0.049
13 H 0.080
14 H 0.038
15 H 0.039
16 O -0.062
17 H 0.022
18 H 0.037
19 O -0.059
20 H 0.050
21 H 0.056
22 O -0.045

#2
Computed, not measured: 3 unconnected molecules or ions with the total composition C4H14NO3, with ωB97M-V with the def2-TZVPD basis set.

For the molecular weight, the calculation gives 124.16 g mol⁻¹. Its spin multiplicity is 2. As for the expectation value of S²: 0.754. The orbital gap (spin up / spin down) is 3.83 / 7.47 eV. The calculation puts the HOMO energy (spin up / spin down) at -0.144 / -0.279 hartree. The value obtained for the LUMO energy (spin up / spin down) is -0.003 / -0.004 hartree.

XYZ file:
```
22
C4H14NO3 | the Open Molecules 2025 dataset | ωB97M-V with the def2-TZVPD basis set
O -1.6010 2.1039 1.1065
C -0.6758 1.5769 1.8156
C 0.4307 0.8844 1.1063
N -0.0760 0.5147 -0.3093
C 0.5706 1.1804 -1.4490
C 1.0321 -0.2876 1.8616
H -0.6288 1.5866 2.9089
H 1.2090 1.6117 0.8133
H -0.0234 -0.4658 -0.5042
H -1.0346 0.8674 -0.3132
H -0.1950 1.4651 -2.1700
H 1.3069 0.6234 -2.0260
H 1.0739 2.0988 -1.1673
H 1.8521 0.1105 2.4487
H 1.3932 -1.0746 1.1871
H 0.2594 -0.8909 2.3434
H -1.9861 -1.6852 -1.1170
H -2.4873 -1.2269 -2.4757
O -1.9853 -0.9271 -1.7104
H 0.2954 -2.8817 -1.5441
H 0.9016 -2.7967 -0.0636
O 0.3685 -2.3875 -0.7416
```

Löwdin charges in e:
1 O -0.183
2 C -0.372
3 C -0.349
4 N 0.010
5 C -0.034
6 C -0.062
7 H 0.081
8 H 0.117
9 H 0.072
10 H 0.113
11 H 0.095
12 H 0.092
13 H 0.088
14 H 0.082
15 H 0.047
16 H 0.082
17 H 0.039
18 H 0.052
19 O -0.038
20 H 0.048
21 H 0.050
22 O -0.031

Here is how they stack up, most stable first: #1, #2.

#1
Computed, not measured: 2 unconnected molecules or ions with the total composition C2H4O2, with ωB97M-V with the def2-TZVPD basis set.

For the molecular weight, the calculation gives 60.05 g mol⁻¹. The orbital gap is 10.74 eV. The calculation puts the HOMO energy at -0.376 hartree. The value obtained for the LUMO energy is 0.019 hartree. The SMILES is C=O.C=O.

XYZ file:
```
8
C2H4O2 | the Open Molecules 2025 dataset | ωB97M-V with the def2-TZVPD basis set
O -6.5266 -1.2659 3.7511
C -5.4487 -1.6668 3.3786
H -4.8357 -0.9463 2.9140
H -5.3983 -2.7392 2.9844
O 5.4466 0.5538 -3.6810
C 5.4769 1.6559 -3.2558
H 4.8956 2.4605 -3.4115
H 6.3902 1.9479 -2.6798
```

Löwdin charges in e:
1 O -0.017
2 C -0.136
3 H 0.055
4 H 0.098
5 O 0.028
6 C -0.149
7 H 0.035
8 H 0.086

#2
Computed, not measured: 2 unconnected molecules or ions with the total composition C2H4O2, with ωB97M-V with the def2-TZVPD basis set.

For the molecular weight, the calculation gives 60.05 g mol⁻¹. The orbital gap is 10.86 eV. The calculation puts the HOMO energy at -0.379 hartree. The value obtained for the LUMO energy is 0.020 hartree. The SMILES is C=O.C=O.

XYZ file:
```
8
C2H4O2 | the Open Molecules 2025 dataset | ωB97M-V with the def2-TZVPD basis set
O 4.8284 -2.5783 4.6477
C 4.8034 -2.7062 3.4133
H 5.5246 -3.3887 2.9039
H 4.2578 -1.9779 2.7673
O -3.7791 -5.1504 -4.0721
C -4.0853 -4.3639 -3.2176
H -3.3626 -4.1386 -2.3977
H -5.0558 -3.8132 -3.1984
```

Löwdin charges in e:
1 O -0.044
2 C -0.116
3 H 0.080
4 H 0.080
5 O -0.010
6 C -0.153
7 H 0.081
8 H 0.083

#3
Computed, not measured: 2 unconnected molecules or ions with the total composition C2H4O2, with ωB97M-V with the def2-TZVPD basis set.

For the molecular weight, the calculation gives 60.05 g mol⁻¹. The orbital gap is 11.23 eV. The calculation puts the HOMO energy at -0.374 hartree. The value obtained for the LUMO energy is 0.039 hartree. The SMILES is C#C.OO.

XYZ file:
```
8
C2H4O2 | the Open Molecules 2025 dataset | ωB97M-V with the def2-TZVPD basis set
C -1.8467 0.5920 0.0086
C -1.9426 -0.6040 0.0187
H 2.8552 0.8578 0.0189
H 0.8005 -0.5422 -0.3855
H -1.8118 1.5950 0.1084
H -1.9570 -1.6471 -0.0166
O 2.5976 -0.0657 -0.1319
O 1.3048 -0.1859 0.3794
```

Löwdin charges in e:
1 C 0.023
2 C 0.012
3 H 0.092
4 H 0.080
5 H -0.010
6 H 0.012
7 O -0.097
8 O -0.113

Here is how they stack up, most stable first: #2, #1, #3.